ORCA calculation (the ωB97M-V functional and the def2-TZVPD basis) on C4H6P2 in the gas phase.

```
12
Properties=species:S:1:pos:R:3:forces:R:3
C 1.693845 -0.922283 0.054707 -1.0 -0.5 -1.9
C 0.320697 -0.482450 -0.227448 -0.4 -0.7 -0.3
C -0.103698 0.777860 -0.073805 2.3 3.0 0.4
C -1.312980 1.482147 -0.101053 -1.2 -0.9 0.9
P -2.968193 0.739799 -0.004604 0.3 -0.5 -0.2
P -3.026740 -1.317116 -0.025483 0.2 1.4 0.0
H 2.367462 -0.176975 0.033027 2.0 3.4 0.6
H 2.247204 -1.556602 -0.603367 -0.7 -1.3 -0.9
H 1.675677 -1.341392 0.982374 0.3 -1.4 2.8
H -0.386372 -1.254270 -0.387178 -0.7 -0.7 -0.4
H 0.752079 1.496436 0.158568 -0.9 -0.9 -0.4
H -1.258984 2.554842 0.194260 -0.2 -0.9 -0.6
```
Forces are in eV/Å.

Computed properties:
E_HOMO (alpha / beta): -0.2933 / -0.2918 hartree
LUMO energy (alpha / beta): -1.3 / -1.9 eV
SMILES: C/C=C/C=P#P

Here are the Mulliken charges for atoms 1 to 8, given in e: C -1.454; C -0.030; C 0.293; C -0.550; P -0.020; P -0.038; H 0.446; H 0.392



ORCA calculation (the ωB97M-V functional and the def2-TZVPD basis) on C4H6P2 in the gas phase.

```
12
Properties=species:S:1:pos:R:3:forces:R:3
H 2.828996 1.348122 0.111619 0.4 -0.1 0.1
P 1.494541 1.798640 0.150152 -0.5 -0.3 -0.1
C 0.806697 0.313631 -0.210677 -1.7 0.5 0.4
C 1.496908 -0.986550 -0.424921 0.0 -0.3 0.0
P -1.093142 0.475062 -0.741240 -0.4 0.0 0.2
C -2.625312 -0.310025 0.203367 2.7 1.3 -0.1
C -2.220433 0.856774 0.642520 -0.1 -0.7 -0.6
H 2.077074 -1.254623 0.460883 0.0 0.0 -0.1
H 2.182765 -0.938075 -1.271398 0.0 0.0 0.0
H 0.774403 -1.776787 -0.617721 0.1 -0.2 0.0
H -3.243375 -1.158214 0.361621 -0.4 -0.4 0.1
H -2.479127 1.632048 1.335790 -0.1 0.2 0.2
```
Forces are in eV/Å.

Computed properties:
E_HOMO: -0.3033 hartree
LUMO energy: 0.2 eV
SMILES: [H]/P=C(\C)P1C=C1

Here are the Mulliken charges for atoms 1 to 8, given in e: H -0.018; P -0.126; C 0.287; C -1.185; P -0.073; C -0.454; C -0.212; H 0.339



ORCA calculation (the ωB97M-V functional and the def2-TZVPD basis) on C4H6P2 in the gas phase.

```
12
Properties=species:S:1:pos:R:3:forces:R:3
C -2.049561 0.433237 0.425283 2.6 1.5 6.9
C -1.819879 -0.197512 -0.746861 4.8 -2.9 -3.4
C -0.294324 -0.035933 0.904635 -3.7 0.8 -3.1
C -0.406915 -0.633783 -0.566178 -3.7 2.1 0.0
P 0.749838 0.945320 -0.275122 -0.2 -0.2 1.0
P 2.619512 -0.160421 0.128893 -0.9 -1.5 -0.6
H -2.590116 1.305042 0.768051 0.2 0.1 -0.1
H -2.436177 -0.485196 -1.523951 -1.3 -0.6 -1.3
H 0.175575 -0.737825 1.549106 -0.3 0.0 1.4
H -0.158398 -1.551854 -1.012368 1.2 -0.9 -0.4
H 3.249296 0.418784 1.223411 0.0 0.9 0.3
H 2.961147 0.700140 -0.874899 1.4 0.6 -0.7
```
Forces are in eV/Å.

Computed properties:
E_HOMO (alpha / beta): -0.2011 / -0.3155 hartree
LUMO energy (alpha / beta): 1.1 / -2.2 eV
2S+1: 3

Here are the Mulliken charges for atoms 1 to 8, given in e: C -0.676; C -0.356; C -0.421; C -0.221; P 0.006; P -0.175; H 0.333; H 0.515



ORCA calculation (the ωB97M-V functional and the def2-TZVPD basis) on a molecular structure, C4H6P2S.

```
13
Properties=species:S:1:pos:R:3:forces:R:3
C -2.401456 0.478554 0.578668 -0.9 0.2 -0.6
C -1.595148 1.556480 0.232859 4.2 -2.8 0.0
C -2.083960 -0.878049 0.724081 1.0 1.5 -0.1
C 0.983672 0.240810 -0.346360 -3.9 0.0 0.8
P -0.427202 -1.040877 -0.008393 0.0 1.2 -0.5
P 2.494738 -0.060870 0.568904 0.9 0.3 0.0
S 0.144038 1.725125 0.047246 -0.4 0.0 -0.4
H -3.404517 0.975288 0.607846 0.1 -1.5 0.6
H -1.913423 2.494980 0.129207 -1.7 3.5 -0.3
H 0.491489 -1.810836 0.596960 0.2 -1.9 0.8
H -0.837458 -1.647827 -1.191562 0.6 -0.2 -0.4
H 3.274036 0.952088 -0.091369 -0.2 -0.2 0.3
H 3.012391 -1.076537 -0.258726 0.0 -0.1 -0.2
```
Forces are in eV/Å.

Computed properties:
E_HOMO (alpha / beta): -0.2801 / -0.2844 hartree
LUMO energy (alpha / beta): -1.2 / -0.8 eV

Here are the Mulliken charges for atoms 1 to 8, given in e: C 0.108; C -0.491; C -0.549; C -0.021; P 0.286; P -0.124; S -0.103; H 0.204



ORCA calculation (the ωB97M-V functional and the def2-TZVPD basis) on C4H6S in the gas phase.

```
11
Properties=species:S:1:pos:R:3:forces:R:3
C 1.035922 -1.074150 -1.811878 -1.1 0.6 0.5
C 0.191631 -0.344512 -1.341174 1.1 -0.7 -0.7
C -0.780551 0.574216 -0.753236 0.9 0.5 -0.7
S -1.445291 -0.028981 0.752519 -1.0 -0.5 0.7
C 0.053601 0.080836 1.668858 0.4 -0.9 1.6
H 1.715984 -1.780410 -2.223623 0.1 0.1 0.0
H -0.275596 1.534800 -0.531734 -0.4 -0.3 -0.4
H -1.601004 0.721924 -1.437524 -0.2 0.3 -0.3
H 0.435108 1.080969 1.651524 0.1 0.8 0.2
H -0.190457 -0.206069 2.727757 0.4 0.3 -1.0
H 0.860653 -0.558622 1.298512 -0.3 -0.2 0.0
```
Forces are in eV/Å.

Computed properties:
E_HOMO: -0.3225 hartree
LUMO energy: 1.0 eV
SMILES: C#CCSC

Here are the Mulliken charges for atoms 1 to 8, given in e: C 0.044; C -0.353; C -0.627; S -0.070; C -0.852; H 0.416; H 0.269; H 0.306



ORCA calculation (the ωB97M-V functional and the def2-TZVPD basis) on C4H6S in the gas phase.

```
11
Properties=species:S:1:pos:R:3:forces:R:3
C 1.747636 1.469138 0.701972 0.4 -1.9 -1.3
C 0.523057 1.070810 0.226688 0.0 2.8 1.2
C -0.083710 -0.240224 -0.067366 1.2 1.0 -0.4
C 0.925889 -1.293128 -0.334697 1.4 2.4 -1.2
S -1.673662 -0.432916 -0.233512 -0.2 0.0 0.1
H 2.657457 0.812702 0.919617 -1.7 0.4 -0.3
H 2.083420 2.500866 0.663129 -0.7 0.1 0.4
H -0.221429 1.911392 0.094453 0.9 -0.9 0.0
H 1.865718 -0.824971 -0.857860 -2.0 -1.0 0.5
H 0.410193 -2.036435 -0.872805 0.2 -1.5 -0.3
H 1.306008 -1.476471 0.630088 0.5 -1.3 1.3
```
Forces are in eV/Å.

Computed properties:
E_HOMO: -0.3227 hartree
LUMO energy: -0.7 eV
SMILES: C=CC(C)=S

Here are the Mulliken charges for atoms 1 to 8, given in e: C -0.680; C -0.122; C 0.425; C -1.079; S -0.262; H 0.229; H 0.271; H 0.246



ORCA calculation (the ωB97M-V functional and the def2-TZVPD basis) on C4H6S in the gas phase.

```
11
Properties=species:S:1:pos:R:3:forces:R:3
C -0.055540 -1.406696 0.146965 -1.8 -6.2 -4.4
C 0.299667 -0.354879 0.992296 1.7 3.7 4.8
C -0.310761 -0.471075 -1.045350 -0.8 -0.3 -0.2
C 0.142952 0.652277 -0.092335 2.9 2.1 0.6
S -1.031682 2.007696 0.351862 -0.7 -0.9 -0.7
H -0.222114 -2.539669 0.261575 0.2 2.2 -0.1
H 0.725414 -0.386577 2.042681 -0.5 0.5 -1.7
H 0.225399 -0.661141 -2.043001 -0.9 0.4 1.5
H -1.412372 -0.209274 -1.158245 1.0 -1.0 -0.6
H 1.118234 1.239209 -0.391132 -1.6 -1.1 0.5
H -2.108173 1.185425 0.111120 0.5 0.7 0.4
```
Forces are in eV/Å.

Computed properties:
E_HOMO (alpha / beta): -0.2043 / -0.3368 hartree
LUMO energy (alpha / beta): 1.1 / -2.0 eV
2S+1: 3

Here are the Mulliken charges for atoms 1 to 8, given in e: C -0.368; C -0.616; C -0.447; C 0.192; S -0.207; H 0.356; H 0.360; H 0.246



ORCA calculation (the ωB97M-V functional and the def2-TZVPD basis) on C4H6S2 in the gas phase.

```
12
Properties=species:S:1:pos:R:3:forces:R:3
C -2.998968 -0.195103 -0.025794 -0.1 0.1 -1.9
C -1.798193 -0.549029 -0.473909 -0.7 0.6 1.1
C -0.687359 -0.679945 0.529190 -1.1 -1.3 0.4
C 0.514793 0.077342 0.167628 0.4 0.9 -0.4
S 0.515583 1.692412 -0.012170 0.1 -0.1 0.0
S 1.806205 -0.997762 -0.085344 1.5 0.1 -0.6
H -3.136677 -0.040259 1.015409 -0.3 0.3 0.7
H -3.827622 0.001149 -0.730458 0.4 -0.3 0.6
H -1.583038 -0.758090 -1.513841 0.0 0.1 0.0
H -0.534445 -1.754367 0.623555 0.7 -0.2 -0.1
H -0.971035 -0.392545 1.542069 -0.4 0.3 -0.1
H 2.722571 -0.089885 -0.559203 -0.5 -0.5 0.4
```
Forces are in eV/Å.

Computed properties:
E_HOMO: -0.3203 hartree
LUMO energy: -0.2 eV
SMILES: C=CCC(=S)S

Here are the Mulliken charges for atoms 1 to 8, given in e: C -0.681; C -0.081; C -0.808; C 0.366; S -0.224; S -0.195; H 0.251; H 0.234



ORCA calculation (the ωB97M-V functional and the def2-TZVPD basis) on 2 unconnected molecules or ions with the total composition C4H6S2.

```
12
Properties=species:S:1:pos:R:3:forces:R:3
C 0.060852 0.338761 -1.043415 0.8 1.1 1.5
C -0.520541 0.116890 -2.177376 -0.3 1.6 -1.5
C 0.388733 0.052201 0.271127 -1.2 1.0 1.0
C 1.014883 -1.004068 1.098447 -3.5 0.2 -0.5
S 0.886393 1.722729 -0.126260 -0.1 -1.3 -0.4
S -1.845210 0.563614 1.829738 1.1 -0.2 -0.9
H -0.515634 0.960754 -2.915713 -0.2 -1.3 0.5
H -1.119423 -0.755168 -2.261809 -0.3 -0.6 -0.5
H 0.436455 -1.927998 1.014455 -0.6 0.3 0.3
H 0.992044 -0.626769 2.079929 0.7 0.0 1.3
H 1.870430 -1.314329 0.660382 3.5 -0.4 -0.9
H -1.648982 1.873384 1.570495 0.0 -0.3 0.0
```
Forces are in eV/Å.

Computed properties:
E_HOMO (alpha / beta): -0.2993 / -0.3227 hartree
LUMO energy (alpha / beta): -1.6 / -1.2 eV

Here are the Mulliken charges for atoms 1 to 8, given in e: C 0.036; C -0.466; C 0.169; C -0.974; S -0.131; S -0.285; H 0.209; H 0.273



So what do the calculations give for max |F|? Going down the list: 0.0776, 0.0582, 0.1459, 0.0974, 0.0370, 0.0590, 0.1527, 0.0380, 0.0715 hartree/bohr.